Entry 1:
ORCA calculation (ωB97M-V/def2-TZVPD) on C27H18F3IN7O3PdS as an isolated structure.

Output
**Relative energy (zero: lowest compared OMol25 entry of this formula, charge and spin)**: 0.0 kJ/mol
**LUMO energy**: -0.1760 hartree
**HOMO-LUMO gap**: 5.264 eV
**HOMO energy**: -10.054 eV

```
! RIJCOSX wB97M-V def2-TZVPD def2/J DEFGRID3
* xyz 1 1
Pd 0.04 -0.22 0.68
N 1.96 -1.08 2.88
C 0.88 -0.38 3.44
C 0.66 -0.46 4.81
C -0.37 0.29 5.35
C -1.14 1.10 4.52
C -0.88 1.09 3.17
N 0.11 0.35 2.64
C 2.71 -0.57 1.82
C 4.10 -0.64 1.86
C 4.83 0.02 0.89
C 4.16 0.74 -0.09
C 2.78 0.71 -0.10
N 2.06 0.03 0.81
H 2.52 -1.57 3.56
H 1.29 -1.08 5.43
H -0.56 0.25 6.41
H -1.94 1.71 4.91
H -1.48 1.65 2.46
H 4.59 -1.15 2.67
H 5.91 0.00 0.92
H 4.69 1.31 -0.84
H 2.20 1.24 -0.84
F -2.17 -2.27 -4.18
C -0.97 -1.94 -4.65
F -0.10 -2.91 -4.33
F -1.03 -1.87 -5.98
C -0.54 -0.60 -4.05
C -1.42 0.51 -4.50
C -1.21 1.79 -4.20
C -0.04 2.23 -3.43
N 0.44 1.64 -2.42
C -0.16 -0.67 -2.49
S -0.55 -1.91 -1.30
H -2.27 0.24 -5.11
H -1.86 2.56 -4.59
H 0.50 3.12 -3.75
I 6.97 -3.13 -2.18
C 5.06 -2.39 -2.50
C 4.06 -2.64 -1.56
C 2.80 -2.11 -1.74
C 2.53 -1.34 -2.88
C 3.53 -1.15 -3.86
C 4.79 -1.65 -3.65
C 1.25 -0.78 -3.12
O 0.90 -0.45 -4.34
O -0.43 0.60 -1.96
H 4.28 -3.25 -0.69
H 2.01 -2.31 -1.04
H 3.31 -0.59 -4.76
H 5.57 -1.49 -4.39
N -3.42 -1.77 0.34
C -2.91 -0.53 0.19
O -1.94 -0.19 0.99
C -3.45 0.36 -0.73
C -4.51 -0.07 -1.58
N -5.34 -0.50 -2.24
C -2.95 1.68 -0.84
N -2.53 2.75 -0.93
H -3.00 -2.38 1.01
H -4.17 -2.09 -0.24
*
```

***

Entry 2:
ORCA calculation (ωB97M-V/def2-TZVPD) on H48NaO24 as an isolated structure.

Output
**Relative energy (zero: lowest compared OMol25 entry of this formula, charge and spin)**: 46.8 kJ/mol
**LUMO energy**: -0.1044 hartree
**HOMO-LUMO gap**: 9.686 eV
**HOMO energy**: -12.527 eV

```
! RIJCOSX wB97M-V def2-TZVPD def2/J DEFGRID3
* xyz 1 1
Na 0.00 0.03 0.22
O -2.08 -1.33 3.52
H -2.55 -1.93 4.12
H -2.38 -1.58 2.65
O 3.58 1.36 2.64
H 2.86 1.83 3.06
H 3.23 1.09 1.79
O -1.50 -3.65 -2.09
H -1.45 -4.59 -1.95
H -2.00 -3.54 -2.90
O 0.81 2.75 -2.85
H 1.42 3.49 -2.91
H 1.30 2.01 -3.19
O -2.80 3.39 2.48
H -3.68 3.76 2.34
H -2.62 3.55 3.41
O -4.21 0.59 2.15
H -5.12 0.54 2.43
H -3.87 1.39 2.55
O 2.96 -2.50 -2.93
H 2.88 -3.44 -2.80
H 2.07 -2.16 -2.77
O -2.77 -3.51 0.75
H -2.15 -3.50 0.02
H -2.98 -2.58 0.90
O 0.17 0.00 3.65
H 0.79 -0.41 4.26
H -0.64 -0.51 3.76
O 0.00 2.30 2.21
H -0.85 2.74 2.23
H -0.04 1.66 2.91
O 1.17 -3.04 3.22
H 1.60 -2.65 3.98
H 0.43 -3.53 3.59
O 2.32 0.91 -3.98
H 1.99 0.13 -4.43
H 3.22 1.00 -4.29
O 1.56 -4.20 -0.98
H 1.13 -4.81 -0.39
H 2.34 -3.92 -0.50
O 2.36 0.04 0.23
H 2.77 0.38 -0.57
H 2.83 -0.78 0.40
O 3.82 -2.04 0.38
H 4.36 -2.05 1.16
H 4.42 -2.26 -0.33
O 0.49 -1.32 -2.58
H 0.20 -2.23 -2.53
H -0.30 -0.84 -2.84
O -2.65 -0.76 0.34
H -3.14 -0.37 1.07
H -2.68 -0.11 -0.35
O 0.58 -2.27 0.52
H 0.71 -2.79 -0.28
H 0.91 -2.82 1.22
O -0.80 1.89 -0.95
H -0.12 2.14 -1.57
H -1.08 2.71 -0.55
O 2.09 3.81 0.03
H 1.67 3.70 0.88
H 1.51 4.41 -0.44
O -1.35 0.33 -3.38
H -0.97 1.19 -3.22
H -2.15 0.32 -2.85
O 3.71 1.96 -1.56
H 2.97 2.40 -1.14
H 3.65 2.22 -2.48
O -3.76 0.73 -1.87
H -3.77 1.68 -1.90
H -4.68 0.48 -1.85
O -1.56 4.28 0.19
H -2.04 3.77 0.84
H -2.09 5.07 0.06
*
```

***

Entry 3:
ORCA calculation (ωB97M-V/def2-TZVPD) on C45H41N5O5PS2Y as an isolated structure.

Output
**Relative energy (zero: lowest compared OMol25 entry of this formula, charge and spin)**: 79.6 kJ/mol
**LUMO energy**: 0.0186 hartree
**HOMO-LUMO gap**: 8.284 eV
**HOMO energy**: -7.778 eV

```
! RIJCOSX wB97M-V def2-TZVPD def2/J DEFGRID3
* xyz 0 1
Y -0.38 -0.66 1.08
C 0.63 6.63 1.88
C 0.23 5.28 2.41
C -1.09 5.02 2.76
C -1.47 3.75 3.17
C -0.53 2.74 3.24
C 0.80 3.01 2.97
C 1.18 4.27 2.56
S -1.04 1.07 3.62
O 0.19 0.27 3.66
O -1.86 1.07 4.80
N -1.75 0.45 2.32
C -2.90 0.78 1.70
C -3.92 1.57 2.25
C -5.01 1.88 1.46
C -5.09 1.35 0.18
C -4.07 0.52 -0.26
N -2.99 0.25 0.46
H -0.23 7.16 1.49
H 1.38 6.53 1.09
H 1.07 7.22 2.68
H -1.83 5.80 2.69
H -2.49 3.54 3.43
H 1.52 2.21 3.08
H 2.21 4.49 2.35
H -3.85 1.89 3.28
H -5.79 2.52 1.84
H -5.94 1.56 -0.45
H -4.11 0.05 -1.23
C 3.17 -4.04 -4.13
C 3.19 -4.27 -2.76
C 2.24 -3.70 -1.95
C 1.24 -2.89 -2.50
C 1.23 -2.65 -3.87
C 2.20 -3.23 -4.68
P 0.06 -2.20 -1.31
C -1.14 -1.31 -2.37
C -0.74 -0.05 -2.80
C -1.57 0.72 -3.59
C -2.82 0.24 -3.95
C -3.23 -1.01 -3.52
C -2.40 -1.78 -2.72
C -0.91 -3.69 -0.88
C -1.03 -4.71 -1.80
C -1.85 -5.81 -1.53
C -2.53 -5.88 -0.35
C -2.41 -4.86 0.63
C -3.11 -4.94 1.84
C -3.00 -3.93 2.76
C -2.19 -2.81 2.50
C -1.48 -2.65 1.32
C -1.60 -3.72 0.37
H 3.93 -4.48 -4.77
H 3.95 -4.91 -2.34
H 2.25 -3.86 -0.88
H 0.47 -2.02 -4.30
H 2.18 -3.05 -5.74
H 0.25 0.30 -2.53
H -1.25 1.69 -3.94
H -3.47 0.84 -4.57
H -4.20 -1.39 -3.82
H -2.74 -2.75 -2.37
H -0.50 -4.66 -2.74
H -1.96 -6.59 -2.28
H -3.18 -6.71 -0.13
H -3.74 -5.80 2.02
H -3.54 -3.99 3.70
H -2.14 -2.05 3.27
C 4.26 2.25 1.40
C 4.25 2.09 -0.11
C 2.85 2.13 -0.74
C 2.98 1.93 -2.29
C 1.91 2.65 -3.11
C 2.23 3.50 -0.51
O 2.85 4.54 -0.53
N 0.87 3.48 -0.33
C 0.10 2.38 0.03
O -1.09 2.53 0.27
N 0.70 1.18 0.14
C 2.00 0.98 -0.20
O 2.45 -0.15 -0.10
H 5.27 2.11 1.78
H 3.61 1.53 1.88
H 3.93 3.25 1.68
H 4.71 1.13 -0.37
H 4.84 2.90 -0.56
H 2.95 0.86 -2.49
H 3.96 2.31 -2.59
H 0.90 2.41 -2.79
H 2.01 2.37 -4.16
H 2.04 3.73 -3.04
H 0.40 4.37 -0.26
S 3.62 -2.11 3.70
C 2.68 -3.49 3.32
C 1.62 -3.13 2.55
N 1.55 -1.81 2.25
C 2.53 -1.16 2.79
H 2.95 -4.46 3.69
H 0.86 -3.80 2.17
H 2.67 -0.10 2.71
*
```

***

Entry 4:
ORCA calculation (ωB97M-V/def2-TZVPD) on one molecule with the formula C4H7N3O3.

Output
**Relative energy (zero: lowest compared OMol25 entry of this formula, charge and spin)**: 493.3 kJ/mol
**LUMO energy**: 0.0267 hartree
**SMILES string**: COc1n[nH]c(=O)n1OC
**HOMO-LUMO gap**: 9.847 eV
**HOMO energy**: -9.120 eV

```
! RIJCOSX wB97M-V def2-TZVPD def2/J DEFGRID3
* xyz 0 1
C 0.97 0.81 -2.89
O 0.19 0.52 -1.74
C 0.73 0.09 -0.63
N 1.74 -0.53 -0.23
N 1.58 -0.93 1.07
C 0.52 -0.40 1.75
O 0.22 -0.58 2.93
N -0.22 0.20 0.79
O -1.39 0.85 0.92
C -2.37 -0.12 1.39
H 1.89 1.20 -2.53
H 0.26 1.30 -3.40
H 1.28 -0.14 -3.37
H 2.37 -1.18 1.57
H -3.29 0.45 1.60
H -2.01 -0.78 2.28
H -2.47 -0.77 0.48
*
```

***

Entry 5:
ORCA calculation (ωB97M-V/def2-TZVPD) on C43H73AlBBr3F7KN5O11S as an isolated structure.

Output
**LUMO energy**: -0.2679 hartree
**HOMO-LUMO gap**: 2.347 eV
**HOMO energy**: -9.638 eV

```
! RIJCOSX wB97M-V def2-TZVPD def2/J DEFGRID3
* xyz 1 1
C 7.60 3.84 2.32
C 6.78 2.54 1.68
C 7.67 2.00 0.41
C 9.05 1.25 0.90
C 8.72 -0.16 1.73
C 8.00 -1.23 0.72
C 6.60 -1.89 1.34
C 5.80 -2.84 0.22
C 4.36 -3.39 0.76
C 3.48 -4.23 -0.36
C 1.83 -4.06 -0.16
C 1.30 -3.18 -1.43
C -0.31 -3.22 -1.69
C -1.22 -3.74 -0.43
C -1.14 -2.82 0.92
C -2.63 -2.27 1.43
C -2.44 -0.86 2.26
O -2.83 0.36 1.57
C -4.16 0.41 1.02
C -4.28 1.30 -0.40
C -3.35 0.56 -1.52
C -4.07 2.89 -0.19
C -2.81 3.60 -0.92
C -1.32 3.04 -0.47
C -2.96 3.74 -2.59
C -2.93 -0.95 3.86
N -4.27 -0.33 4.14
C -5.45 -1.20 3.88
O -5.83 -2.04 4.89
F -6.33 -1.22 2.68
C -4.40 0.15 5.57
O -5.54 0.82 5.90
F -3.40 -0.03 6.65
C -2.62 -2.38 4.57
O -3.32 -3.55 4.08
S -3.41 -3.66 2.39
O -4.92 -3.74 1.94
O -2.82 -5.08 2.01
H 6.80 4.63 2.65
H 8.28 4.24 1.44
H 8.30 3.48 3.19
H 5.72 2.95 1.34
H 6.57 1.73 2.50
H 7.93 2.93 -0.29
H 6.95 1.29 -0.22
H 9.57 1.98 1.67
H 9.83 1.07 0.04
H 9.72 -0.58 2.20
H 8.00 0.04 2.64
H 7.77 -0.76 -0.34
H 8.77 -2.10 0.52
H 5.84 -1.05 1.71
H 6.90 -2.51 2.30
H 6.57 -3.71 -0.03
H 5.65 -2.24 -0.79
H 3.68 -2.46 1.06
H 4.53 -4.00 1.77
H 3.68 -5.40 -0.28
H 3.84 -3.86 -1.43
H 1.28 -5.07 0.02
H 1.68 -3.38 0.81
H 1.82 -3.64 -2.40
H 1.70 -2.05 -1.39
H -0.49 -3.99 -2.58
H -0.69 -2.18 -2.11
H -0.91 -4.85 -0.11
H -2.35 -3.81 -0.75
H -0.66 -3.37 1.84
H -0.46 -1.88 0.65
H -3.26 -2.15 0.43
H -1.25 -0.77 2.35
H -4.85 1.02 1.79
H -4.72 -0.58 0.80
H -5.41 1.13 -0.74
H -2.20 0.52 -1.28
H -3.71 -0.58 -1.56
H -3.59 1.01 -2.57
H -5.08 3.45 -0.49
H -3.95 3.08 0.98
H -2.82 4.74 -0.56
H -0.74 2.66 -1.44
H -1.39 2.20 0.36
H -0.65 3.93 -0.03
H -2.57 4.78 -2.99
H -2.32 2.88 -3.07
H -4.10 3.54 -2.90
H -2.17 -0.19 4.40
H -1.45 -2.59 4.43
H -2.78 -2.34 5.75
K 3.07 -1.21 -0.12
F -2.63 4.46 -4.96
N 2.48 1.45 -4.32
C 3.23 2.37 -4.99
C 3.78 1.76 -6.10
C 3.34 0.41 -6.09
C 2.54 0.25 -4.99
H 1.97 1.62 -3.47
H 3.31 3.39 -4.63
H 4.43 2.23 -6.83
H 3.59 -0.35 -6.82
H 2.00 -0.62 -4.62
Al 9.97 3.29 0.18
C 9.58 -2.00 -3.14
C 8.24 -1.40 -3.48
O 7.78 -0.46 -2.83
C 7.49 -1.98 -4.65
H 10.00 -1.48 -2.28
H 9.45 -3.06 -2.89
H 10.26 -1.89 -3.99
H 7.27 -3.03 -4.46
H 8.08 -1.87 -5.56
H 6.54 -1.44 -4.77
O -1.68 3.75 -7.27
H -2.38 4.12 -7.77
C 1.36 1.43 -9.31
O 2.28 0.83 -9.85
N 0.07 1.19 -9.62
N 1.55 2.37 -8.37
H -0.70 1.67 -9.19
H -0.11 0.49 -10.32
H 2.50 2.57 -8.11
H 0.80 2.87 -7.92
C -8.36 0.32 6.40
C -9.67 -0.06 6.10
C -10.75 0.61 6.67
C -10.51 1.68 7.55
C -9.20 2.06 7.86
C -8.12 1.38 7.28
N -11.64 2.41 8.14
O -12.78 2.02 7.85
O -11.38 3.37 8.88
H -7.52 -0.20 5.94
H -9.85 -0.89 5.41
H -11.76 0.30 6.43
H -8.99 2.89 8.54
H -7.10 1.67 7.51
C -14.97 4.52 6.38
Br -14.88 5.26 4.58
Br -15.83 5.73 7.62
Br -15.79 2.76 6.39
H -13.94 4.39 6.72
B 2.87 -3.51 -5.54
F 1.99 -2.81 -4.61
F 2.43 -3.25 -6.90
F 4.23 -3.03 -5.37
F 2.81 -4.94 -5.27
*
```

***

Entry 6:
ORCA calculation (ωB97M-V/def2-TZVPD) on C28H26ClN5O5W as an isolated structure.

Output
**Relative energy (zero: lowest compared OMol25 entry of this formula, charge and spin)**: 0.0 kJ/mol
**LUMO energy**: -0.3029 hartree
**HOMO-LUMO gap**: 5.705 eV
**HOMO energy**: -13.946 eV

```
! RIJCOSX wB97M-V def2-TZVPD def2/J DEFGRID3
* xyz 2 1
W 0.48 -0.14 0.61
C -3.52 -1.59 1.99
C -2.09 -1.44 1.63
N -1.52 -0.32 1.36
N -2.19 0.88 1.51
C -1.29 1.78 1.69
O 0.00 1.37 1.79
C -1.59 3.21 1.72
C -0.56 4.13 1.84
C -0.84 5.49 1.81
C -2.16 5.91 1.66
C -3.19 4.98 1.54
C -2.91 3.63 1.57
C -1.13 -2.55 1.69
C -1.48 -3.87 1.89
C -0.45 -4.81 2.01
C 0.86 -4.40 1.94
C 1.13 -3.05 1.72
N 0.15 -2.16 1.62
H -4.06 -0.65 1.88
H -3.61 -1.95 3.01
H -3.97 -2.35 1.34
H 0.46 3.80 1.98
H -0.05 6.22 1.92
H -2.39 6.97 1.64
H -4.21 5.32 1.43
H -3.70 2.90 1.46
H -2.52 -4.15 1.96
H -0.69 -5.85 2.17
H 1.68 -5.09 2.04
H 2.14 -2.68 1.65
C 3.61 0.84 3.12
C 3.11 0.34 1.81
O 1.93 -0.29 1.83
C 3.79 0.41 0.63
C 3.31 -0.11 -0.59
C 4.24 -0.22 -1.75
N 2.05 -0.51 -0.73
N 1.69 -0.95 -1.98
C 0.49 -1.43 -1.92
O -0.11 -1.45 -0.73
C -0.24 -1.93 -3.08
C 0.44 -2.10 -4.29
C -0.24 -2.56 -5.40
C -1.60 -2.84 -5.31
C -2.28 -2.68 -4.11
C -1.59 -2.22 -2.99
H 2.78 1.03 3.80
H 4.17 1.76 2.96
H 4.28 0.11 3.58
H 4.79 0.83 0.65
H 5.24 0.10 -1.48
H 3.85 0.39 -2.57
H 4.26 -1.25 -2.12
H 1.50 -1.88 -4.35
H 0.28 -2.69 -6.34
H -2.13 -3.20 -6.18
H -3.33 -2.90 -4.04
H -2.12 -2.08 -2.05
Cl -1.57 3.44 -2.12
C 0.13 3.06 -1.91
C 0.35 1.94 -0.96
O -0.49 0.97 -0.81
O 1.37 1.84 -0.24
H 0.67 3.93 -1.54
H 0.56 2.76 -2.87
*
```

***

Entry 7:
ORCA calculation (ωB97M-V/def2-TZVPD) on an isolated ion of composition C4H11N2 and charge +1.

Output
**Relative energy (zero: lowest compared OMol25 entry of this formula, charge and spin)**: 184.5 kJ/mol
**LUMO energy**: -0.1274 hartree
**SMILES string**: N/C=C/CC[NH3+]
**HOMO-LUMO gap**: 8.501 eV
**HOMO energy**: -11.966 eV

```
! RIJCOSX wB97M-V def2-TZVPD def2/J DEFGRID3
* xyz 1 1
N -2.44 -0.81 -0.77
C -1.58 0.21 -0.40
C -0.25 -0.05 -0.69
C 0.91 0.88 -0.53
C 1.51 0.70 0.85
N 1.58 -0.73 1.26
H -2.41 -1.19 -1.71
H -3.43 -0.76 -0.58
H -1.96 0.87 0.38
H -0.08 -0.84 -1.43
H 0.49 1.88 -0.68
H 1.60 0.83 -1.38
H 0.94 1.32 1.56
H 2.49 1.17 1.04
H 1.80 -0.91 2.24
H 0.68 -1.20 1.06
H 2.26 -1.25 0.70
*
```

***

Entry 8:
ORCA calculation (ωB97M-V/def2-TZVPD) on a 2-piece molecular cluster, C4H12 overall.

Output
**Relative energy (zero: lowest compared OMol25 entry of this formula, charge and spin)**: 150.3 kJ/mol
**LUMO energy**: 0.0407 hartree
**SMILES string**: CC.CC
**HOMO-LUMO gap**: 12.068 eV
**HOMO energy**: -10.962 eV

```
! RIJCOSX wB97M-V def2-TZVPD def2/J DEFGRID3
* xyz 0 1
C -1.95 -2.26 -0.97
C -1.23 -0.82 -1.08
H -2.38 -2.30 0.03
H -2.65 -2.38 -1.82
H -1.37 -3.18 -1.09
H -1.47 -0.38 -2.01
H -0.07 -0.69 -1.22
H -1.41 -0.21 -0.18
C 1.31 1.72 1.70
C 1.83 1.36 0.33
H 1.64 1.14 2.62
H 1.72 2.77 1.91
H 0.14 1.62 1.77
H 2.32 2.21 -0.17
H 1.13 0.91 -0.26
H 2.63 0.43 0.51
*
```

***

What did the fourth record say?
ORCA calculation (ωB97M-V/def2-TZVPD) on one molecule with the formula C4H7N3O3.

Output
**Relative energy (zero: lowest compared OMol25 entry of this formula, charge and spin)**: 493.3 kJ/mol
**LUMO energy**: 0.0267 hartree
**SMILES string**: COc1n[nH]c(=O)n1OC
**HOMO-LUMO gap**: 9.847 eV
**HOMO energy**: -9.120 eV

```
! RIJCOSX wB97M-V def2-TZVPD def2/J DEFGRID3
* xyz 0 1
C 0.97 0.81 -2.89
O 0.19 0.52 -1.74
C 0.73 0.09 -0.63
N 1.74 -0.53 -0.23
N 1.58 -0.93 1.07
C 0.52 -0.40 1.75
O 0.22 -0.58 2.93
N -0.22 0.20 0.79
O -1.39 0.85 0.92
C -2.37 -0.12 1.39
H 1.89 1.20 -2.53
H 0.26 1.30 -3.40
H 1.28 -0.14 -3.37
H 2.37 -1.18 1.57
H -3.29 0.45 1.60
H -2.01 -0.78 2.28
H -2.47 -0.77 0.48
*
```